Entry 1:
{"formula": "C3H8N4O", "method": "ωB97M-V/def2-TZVPD", "species": ["O", "N", "N", "N", "N", "C", "C", "C", "H", "H", "H", "H", "H", "H", "H", "H"], "coordinates": [[-1.61318, -0.23204, -0.71811], [2.21188, 0.16088, -0.01957], [0.88585, 0.02024, 0.00947], [-1.25825, 0.94393, -0.12915], [0.61261, 2.36903, 0.12417], [0.10116, 1.20885, -0.02223], [2.89030, -0.93462, -0.14304], [-2.06969, -1.04170, 0.35785], [-2.37449, -2.01275, -0.03759], [0.38442, -0.80819, -0.30845], [-2.94794, -0.62923, 0.86082], [2.35160, -1.89745, -0.21634], [-1.78367, 1.68595, -0.60798], [-0.01140, 3.13142, -0.02124], [3.95862, -0.82256, -0.21458], [-1.33783, -1.14174, 1.08597]], "smiles": "[H]/N=C(/NN=C)NOC", "lumo_ev": 0.790, "homo_energy_ev": -8.727, "relative_energy_kcal_mol": 107.2, "gap_ev": 9.517}

=====

Entry 2:
{"formula": "C2H2N2O2", "method": "ωB97M-V/def2-TZVPD", "species": ["O", "O", "N", "N", "C", "C", "H", "H"], "coordinates": [[0.79653, 0.50455, 1.23624], [-0.84415, -1.08800, 1.71992], [0.93507, 1.37411, -0.00254], [-0.32091, -0.47225, -0.32254], [-0.22624, -0.38435, 0.93667], [0.30087, 0.51011, -0.82930], [-0.69035, -1.28973, -0.92577], [0.04920, 0.84557, -1.81267]], "lumo_ev": 0.206, "homo_energy_ev": -10.057, "relative_energy_kcal_mol": 62.2, "gap_ev": 10.263}

=====

Entry 3:
{"formula": "C17H25F10O9P", "method": "ωB97M-V/def2-TZVPD", "species": ["P", "F", "F", "F", "F", "F", "F", "F", "F", "F", "F", "O", "O", "O", "O", "O", "O", "O", "O", "O", "C", "C", "C", "C", "C", "C", "C", "C", "C", "C", "C", "C", "C", "C", "C", "C", "C", "H", "H", "H", "H", "H", "H", "H", "H", "H", "H", "H", "H", "H", "H", "H", "H", "H", "H", "H", "H", "H", "H", "H", "H", "H"], "coordinates": [[0.29902, -1.49826, 1.94326], [1.33586, 0.71724, 2.91211], [-4.63465, -0.84940, 1.91301], [-4.29586, -1.24151, 4.41231], [-1.51353, -1.43153, 0.00365], [-2.54548, -2.92180, 3.04341], [-3.77249, 0.78672, 3.97295], [-2.21601, -0.64020, 4.41082], [-1.05236, -3.40140, 0.85420], [-3.51794, -2.81175, 1.11555], [-2.78128, 0.24159, 1.64460], [5.02105, 0.92504, 0.27633], [-2.89211, 1.66774, -2.54156], [-4.73059, 0.35626, -2.49787], [2.10969, -0.96927, -4.45244], [5.52258, 1.11079, 2.47045], [-4.98980, 2.49630, -2.44626], [-0.11271, -0.67137, -4.72226], [7.06368, 0.44345, 1.11141], [1.04496, 0.22149, -3.00027], [-3.87960, -0.79380, -2.56695], [4.17514, 1.54190, 2.69724], [7.48586, 0.11405, -0.21392], [0.06222, 1.12731, 0.96736], [-0.17837, 0.80576, -2.53107], [-3.39452, -0.47898, 3.82343], [0.91169, -0.48706, -4.11506], [-1.30839, -2.09532, 1.17187], [1.20521, -1.69837, 4.52146], [5.79161, 0.83576, 1.19588], [-3.34234, -0.79134, 2.29822], [0.35434, -2.19664, 3.60068], [-2.65941, -2.15914, 1.93928], [2.10924, -1.75937, -5.64192], [-4.08761, 1.51748, -2.49557], [-4.43250, 3.81251, -2.44561], [0.15901, 0.33904, 2.25618], [-0.66170, 0.60991, 2.92256], [-3.86310, 3.98889, -3.35614], [-0.25647, -3.05851, 3.86229], [0.06131, 1.34918, -1.62669], [3.47533, 0.76853, 2.40759], [-3.29112, -0.78418, -3.48334], [2.18342, -1.33822, 4.21596], [-0.90783, 0.03325, -2.30771], [6.89783, -0.71138, -0.61054], [4.08637, 1.73176, 3.76318], [8.52710, -0.18439, -0.13470], [-0.02248, 2.19351, 1.18941], [7.40216, 0.97845, -0.86983], [1.78224, -1.16929, -6.49613], [3.13577, -2.08064, -5.79270], [0.92777, -1.62241, 5.56755], [3.97244, 2.45930, 2.14703], [-4.53734, -1.65767, -2.56295], [-5.27395, 4.49748, -2.40344], [-0.79382, 0.84553, 0.36003], [-0.58098, 1.49800, -3.26231], [1.46761, -2.63084, -5.52497], [0.97723, 0.99314, 0.38586], [-3.79735, 3.96050, -1.57409], [-3.22403, -0.83378, -1.70079]], "smiles": "C=CP([C@H](C)F)C(F)(F)C(F)(F)C(F)(F)C(F)(F)F.COC(=O)OC.COC(=O)OC.COC(=O)OC", "lumo_ev": 0.437, "homo_energy_ev": -8.760, "gap_ev": 9.197}

=====

Entry 4:
{"formula": "C2H8N5", "method": "ωB97M-V/def2-TZVPD", "species": ["N", "N", "N", "N", "N", "C", "C", "H", "H", "H", "H", "H", "H", "H", "H"], "coordinates": [[0.53148, -1.34047, 0.35728], [0.03699, -2.43087, 0.04727], [-0.83841, 0.47723, 1.51769], [-1.33846, 0.03879, 2.45785], [-1.24227, 0.02866, -0.58513], [1.06171, 0.89442, -0.10360], [-0.08201, -0.06955, 0.13815], [0.83856, 1.82677, 0.47249], [-1.29404, -0.95565, 2.75461], [2.09570, 0.48661, 0.18244], [-1.38445, 0.92853, -0.91573], [1.39780, -1.19873, 1.01221], [0.29539, -3.25838, 0.56603], [-1.61898, -0.70732, -1.22981], [1.15206, 0.98806, -1.31294]], "smiles": "[H]/N=N\\[C@](C)(N)/[NH+]=N/[H]", "lumo_ev": [-6.244, -5.152], "homo_energy_ev": [-12.991, -13.662], "relative_energy_kcal_mol": 134.1, "charge": 1, "gap_ev": [6.746, 8.510]}

=====

Entry 5:
{"formula": "C26H46BrCrN3O2P3", "method": "ωB97M-V/def2-TZVPD", "species": ["Br", "Cr", "P", "P", "P", "O", "O", "N", "N", "N", "C", "C", "C", "C", "C", "C", "C", "C", "C", "C", "C", "C", "C", "C", "C", "C", "C", "C", "C", "C", "C", "C", "C", "C", "C", "C", "H", "H", "H", "H", "H", "H", "H", "H", "H", "H", "H", "H", "H", "H", "H", "H", "H", "H", "H", "H", "H", "H", "H", "H", "H", "H", "H", "H", "H", "H", "H", "H", "H", "H", "H", "H", "H", "H", "H", "H", "H", "H", "H", "H", "H", "H"], "coordinates": [[0.02012, -1.05307, 2.99210], [-0.14127, -0.30821, 0.18454], [0.69614, -3.45616, -0.10770], [2.26765, 0.15142, -0.24750], [-2.54061, 0.29028, -0.00801], [-0.26477, -2.29426, -0.34387], [2.16094, -3.28207, -0.19003], [1.16201, -3.71375, 2.49596], [-0.11459, 1.66443, 0.59415], [-0.43752, -3.70497, -2.52915], [-3.54998, -1.53118, 1.80150], [3.09056, 4.16294, -0.52979], [0.29329, -4.29432, 1.46341], [-2.03304, 3.47788, 3.21482], [2.73492, -0.36902, -1.96564], [-3.49264, 1.99332, 2.04706], [0.92006, 2.49749, 0.21086], [-2.43376, 1.58842, 1.23915], [1.85497, 4.70610, -0.18558], [0.79487, 3.90128, 0.17198], [3.49666, 0.47351, 2.18791], [-1.14450, 2.13772, 1.40495], [-3.30546, 2.94450, 3.03383], [-0.97019, 3.08575, 2.42269], [2.15493, 1.94931, -0.20559], [-4.13871, -1.86357, -0.61947], [-3.10178, 1.11201, -1.56261], [-2.06663, 2.14217, -2.01215], [3.81097, 0.44146, -2.68890], [0.08637, -4.60626, -1.44214], [5.01725, -0.42485, 0.39093], [3.21999, 2.78931, -0.54604], [-3.90020, -0.83777, 0.48738], [3.59012, -0.38461, 0.92638], [1.47965, -0.39922, -2.83738], [-4.48462, 1.74437, -1.43152], [-5.26373, 1.01036, -1.21940], [-4.45208, -1.40657, -1.55880], [3.08307, -1.39658, -1.81437], [-0.14985, 4.35722, 0.43548], [-4.12907, 3.25918, 3.65962], [0.30313, -3.41618, -3.16823], [-0.75152, -4.12455, 1.72951], [1.71667, 5.78036, -0.19712], [-3.22084, -2.43632, -0.79687], [2.12335, -3.66505, 2.16089], [-1.07055, 1.70938, -2.12102], [-2.36830, 2.56989, -2.96973], [-4.37555, -2.17095, 2.11907], [4.12394, 0.04436, 2.97154], [0.69862, -1.03581, -2.41062], [-3.33740, -0.82039, 2.59932], [3.92409, 4.80035, -0.79021], [5.11505, -1.06165, -0.48843], [-4.81244, -0.24860, 0.61918], [-1.98961, 2.95634, -1.28869], [5.68112, -0.82301, 1.16111], [-4.75510, 2.25308, -2.35852], [-0.74182, -5.22786, -1.10570], [0.87962, -5.23014, -1.84387], [4.03406, -0.02415, -3.65172], [-3.13768, 0.31138, -2.31035], [-4.91386, -2.57004, -0.31734], [4.17042, 2.35199, -0.82392], [3.29113, -1.40923, 1.16781], [5.37801, 0.57500, 0.14184], [-4.49051, 2.48957, -0.63295], [3.46044, 1.45476, -2.88734], [0.74801, -2.48361, 2.75910], [0.45700, -5.36882, 1.34345], [2.47524, 0.53803, 2.56575], [3.84728, 1.48765, 1.99080], [-2.65762, -2.15054, 1.67943], [-1.18784, -4.12676, -3.07244], [-0.77383, -2.85295, -2.02728], [1.72758, -0.76045, -3.83973], [-4.47613, 1.55913, 1.90620], [1.13652, -4.24844, 3.35856], [-1.86166, 4.20619, 3.99770], [0.01195, 3.50457, 2.59793], [4.74359, 0.50723, -2.13361], [1.05589, 0.60225, -2.95256]], "lumo_ev": [-3.102, -3.104], "homo_energy_ev": [-8.759, -8.998], "relative_energy_kcal_mol": 0.0, "multiplicity": 5, "charge": 1, "gap_ev": [5.657, 5.894]}

=====

Entry 6:
{"formula": "C4H9NO", "method": "ωB97M-V/def2-TZVPD", "species": ["O", "N", "C", "C", "C", "C", "H", "H", "H", "H", "H", "H", "H", "H", "H"], "coordinates": [[-0.55646, 2.70968, 2.00481], [-0.32016, 1.12540, -0.65190], [-0.42233, -0.21907, -0.15300], [-0.43814, 1.35495, -1.87007], [0.79196, -2.33730, 0.48497], [0.67091, -0.96638, -0.09412], [-0.28689, 2.38171, -2.22077], [-0.07494, -2.69781, 1.03615], [-0.59935, 2.31218, 1.12246], [1.68306, -2.36568, 1.11661], [0.98492, -3.08031, -0.29794], [1.56008, -0.55126, -0.55720], [-0.67405, 0.70448, -2.72100], [-0.91767, 2.06983, 2.62234], [-1.40095, -0.44041, 0.17866]], "smiles": "C=N/C=C/C.O", "lumo_ev": 0.967, "homo_energy_ev": -9.101, "relative_energy_kcal_mol": 52.9, "gap_ev": 10.068}

=====

Please write out number 2 again, unchanged.
{"formula": "C2H2N2O2", "method": "ωB97M-V/def2-TZVPD", "species": ["O", "O", "N", "N", "C", "C", "H", "H"], "coordinates": [[0.79653, 0.50455, 1.23624], [-0.84415, -1.08800, 1.71992], [0.93507, 1.37411, -0.00254], [-0.32091, -0.47225, -0.32254], [-0.22624, -0.38435, 0.93667], [0.30087, 0.51011, -0.82930], [-0.69035, -1.28973, -0.92577], [0.04920, 0.84557, -1.81267]], "lumo_ev": 0.206, "homo_energy_ev": -10.057, "relative_energy_kcal_mol": 62.2, "gap_ev": 10.263}